# 1
Molecular formula: C12H14IMgN3O3
Method: DFT, ωB97M-V/def2-TZVPD

Values from the calculation:
- ΔE to the lowest compared entry with this formula, charge and spin (kJ/mol) = 623.4
- highest occupied orbital energy (alpha / beta) (hartree) = -0.292 / -0.293
- largest force on an atom (eV Å⁻¹) = 4.7

The geometry in ORCA input format:
```
! wB97M-V def2-TZVPD RIJCOSX def2/J DEFGRID3
* xyz 0 1
C 1.06 0.83 3.24
C -0.26 -2.14 2.09
H 1.91 0.96 2.54
H 0.96 -0.14 3.73
H 0.43 1.67 3.51
H -0.03 -2.74 1.21
H 0.47 -2.03 2.94
H -1.32 -1.99 2.42
C 1.33 2.36 0.06
C 1.85 3.09 -1.01
C 1.74 2.57 -2.30
C 1.09 1.35 -2.44
H 1.41 2.73 1.08
H 2.33 4.04 -0.82
H 2.15 3.09 -3.17
H 0.98 0.89 -3.41
N 0.68 1.21 -0.08
C 0.55 0.69 -1.32
C -0.22 -0.57 -1.47
N -0.64 -1.19 -0.36
C -1.33 -2.32 -0.45
C -1.30 -2.28 -2.82
C -1.67 -2.92 -1.65
H -1.62 -2.79 0.50
H -2.22 -3.85 -1.62
C -0.59 -1.08 -2.74
H -0.31 -0.51 -3.62
H -1.56 -2.69 -3.79
Mg -0.07 -0.16 1.85
I 3.12 -1.27 0.81
O -3.32 1.93 1.57
N -2.27 1.32 1.76
O -1.14 1.90 1.94
O -2.20 0.03 1.82
*
```

***

# 2
Molecular formula: C22H25N4S2W
Method: DFT, ωB97M-V/def2-TZVPD

Values from the calculation:
- highest occupied orbital energy (alpha / beta) (hartree) = -0.307 / -0.337
- largest force on an atom (eV Å⁻¹) = 10.5

The geometry in ORCA input format:
```
! wB97M-V def2-TZVPD RIJCOSX def2/J DEFGRID3
* xyz 1 3
W 0.33 0.03 -0.33
C 0.55 -2.72 0.30
N 1.02 -1.84 -0.78
C 0.44 -2.16 -2.08
C -0.98 -1.66 -2.18
C -1.92 -2.28 -3.00
C -3.21 -1.75 -3.05
C -3.51 -0.62 -2.30
C -2.51 -0.06 -1.52
N -1.25 -0.55 -1.46
C 2.47 -1.71 -0.84
C 2.97 -0.78 0.24
C 4.25 -0.90 0.78
C 4.65 0.01 1.75
C 3.78 1.01 2.15
C 2.53 1.07 1.55
N 2.12 0.21 0.60
C -0.26 -2.05 1.40
C -0.72 -2.82 2.47
C -1.46 -2.20 3.48
C -1.72 -0.84 3.40
C -1.23 -0.15 2.30
N -0.51 -0.72 1.32
H 1.40 -3.22 0.78
H -0.07 -3.53 -0.10
H 0.50 -3.24 -2.29
H 0.98 -1.66 -2.89
H -1.66 -3.16 -3.58
H -3.97 -2.21 -3.68
H -4.50 -0.18 -2.31
H -2.69 0.81 -0.91
H 2.79 -1.26 -1.78
H 2.96 -2.69 -0.77
H 4.92 -1.69 0.45
H 5.64 -0.07 2.20
H 4.05 1.73 2.91
H 1.80 1.82 1.82
H -0.51 -3.88 2.52
H -1.83 -2.78 4.32
H -2.30 -0.33 4.16
H -1.40 0.91 2.18
C -0.77 4.68 0.90
C -0.62 3.37 0.18
S 0.20 2.09 1.02
C -1.10 3.15 -1.07
C -1.83 4.18 -1.89
S -0.88 1.59 -1.82
H -0.32 4.68 1.90
H -1.83 4.94 1.02
H -0.28 5.48 0.34
H -1.94 5.14 -1.38
H -2.84 3.84 -2.14
H -1.29 4.38 -2.83
H 1.56 0.58 -1.45
*
```

***

# 3
Molecular formula: C3H11NO2
Method: DFT, ωB97M-V/def2-TZVPD

Values from the calculation:
- ΔE to the lowest compared entry with this formula, charge and spin (kJ/mol) = 93.4
- highest occupied orbital energy (hartree) = -0.364
- SMILES string = C=NCC.O.O
- largest force on an atom (eV Å⁻¹) = 1.3

The geometry in ORCA input format:
```
! wB97M-V def2-TZVPD RIJCOSX def2/J DEFGRID3
* xyz 0 1
C -1.80 0.00 0.43
C -0.91 1.10 -0.14
C 0.80 0.92 -1.67
N 0.44 0.65 -0.49
H -2.85 0.23 0.23
H -1.69 -0.05 1.51
H -1.71 -0.93 -0.12
H -1.43 1.45 -1.05
H -0.72 1.93 0.54
H 0.09 1.33 -2.40
H 1.73 0.62 -2.14
H 1.30 -1.18 -0.55
H 1.59 -2.67 -0.68
O 1.95 -1.85 -0.36
H 0.96 -0.44 3.08
H 1.25 -0.94 1.66
O 0.99 -0.16 2.16
*
```

***

# 4
Molecular formula: C27H71BF4N4O9
Method: DFT, ωB97M-V/def2-TZVPD

Values from the calculation:
- ΔE to the lowest compared entry with this formula, charge and spin (kJ/mol) = 768.7
- highest occupied orbital energy (hartree) = -0.319
- largest force on an atom (eV Å⁻¹) = 3.9

The geometry in ORCA input format:
```
! wB97M-V def2-TZVPD RIJCOSX def2/J DEFGRID3
* xyz 2 1
C 0.99 0.27 0.59
C -0.17 1.02 1.34
C 0.31 1.95 2.44
O -1.08 1.65 0.46
H 1.62 -0.35 1.23
H 1.55 1.07 0.10
H 0.54 -0.33 -0.20
H -0.65 0.16 1.81
H 1.19 2.50 2.10
H 0.85 1.38 3.19
H -0.28 2.56 3.12
C -1.34 -3.17 -6.15
O -2.05 -2.42 -5.15
C -1.53 -1.07 -5.02
C -2.81 -0.26 -4.77
N -3.35 -0.68 -3.37
H -3.04 -1.61 -3.11
H -2.92 -0.09 -2.68
C -4.88 -0.69 -3.10
C -5.23 -1.57 -1.88
O -5.36 -2.97 -2.30
C -6.16 -3.68 -1.33
H -0.27 -3.12 -5.98
H -1.65 -2.89 -7.16
H -1.56 -4.24 -6.13
H -1.08 -0.58 -5.89
H -0.75 -0.96 -4.27
H -3.65 -0.39 -5.45
H -2.67 0.82 -4.71
H -5.37 -1.18 -3.94
H -5.01 0.38 -2.94
H -6.22 -1.37 -1.48
H -4.47 -1.26 -1.16
H -5.76 -3.63 -0.32
H -6.28 -4.74 -1.56
H -7.20 -3.35 -1.40
C -0.15 9.52 1.45
O -0.66 8.60 0.51
C -1.31 7.35 0.99
C -2.17 6.71 -0.13
N -1.35 6.23 -1.37
H -1.02 5.31 -1.12
H -2.02 5.94 -2.06
C -0.22 7.20 -1.81
C 0.31 6.72 -3.20
O 0.48 5.37 -3.36
C 1.55 4.77 -2.69
H 0.77 9.25 1.98
H -0.90 9.70 2.22
H 0.06 10.48 0.98
H -1.84 7.72 1.87
H -0.52 6.64 1.21
H -2.93 7.41 -0.47
H -2.78 5.86 0.20
H 0.57 7.32 -1.07
H -0.79 8.13 -1.88
H 1.33 7.12 -3.29
H -0.24 7.15 -4.04
H 1.56 3.68 -2.68
H 1.66 5.18 -1.68
H 2.38 5.19 -3.25
C -2.44 -2.97 10.36
O -1.36 -2.58 9.48
C -1.57 -1.24 9.16
C -0.35 -0.57 8.45
N 0.13 -1.22 7.14
H -0.54 -0.99 6.42
H 0.94 -0.74 6.78
C 0.44 -2.78 7.12
C -0.71 -3.58 6.61
O -1.16 -3.17 5.25
C -2.52 -3.14 4.80
H -2.25 -3.96 10.78
H -3.29 -3.21 9.71
H -2.70 -2.31 11.19
H -1.83 -0.68 10.06
H -2.37 -1.20 8.42
H 0.44 -0.69 9.20
H -0.51 0.50 8.33
H 0.70 -3.02 8.15
H 1.37 -3.02 6.60
H -1.58 -3.65 7.27
H -0.23 -4.54 6.41
H -2.93 -4.08 5.16
H -2.66 -3.18 3.72
H -3.08 -2.39 5.37
C 6.22 -2.90 -8.73
O 6.71 -3.30 -7.38
C 6.82 -4.71 -7.28
C 7.23 -5.10 -5.91
N 6.01 -4.96 -4.93
H 5.24 -5.44 -5.37
H 6.26 -5.39 -4.05
C 5.64 -3.55 -4.57
C 4.44 -3.48 -3.62
O 4.79 -4.47 -2.57
C 3.66 -4.91 -1.82
H 5.33 -3.46 -9.02
H 6.90 -2.99 -9.57
H 5.83 -1.89 -8.77
H 7.73 -4.83 -7.88
H 6.23 -5.37 -7.91
H 7.91 -4.38 -5.44
H 7.62 -6.11 -5.92
H 5.42 -2.93 -5.43
H 6.53 -3.07 -4.16
H 3.53 -3.68 -4.18
H 4.23 -2.50 -3.20
H 2.92 -5.46 -2.40
H 3.13 -4.01 -1.50
H 3.91 -5.57 -0.99
B -3.26 4.23 7.68
F -2.86 4.13 8.93
F -3.19 3.01 7.12
F -4.56 4.68 7.71
F -2.40 5.11 6.98
*
```

***

# 5
Molecular formula: C8H28ClN8O6
Method: DFT, ωB97M-V/def2-TZVPD

Values from the calculation:
- highest occupied orbital energy (hartree) = -0.253
- largest force on an atom (eV Å⁻¹) = 3.8

The geometry in ORCA input format:
```
! wB97M-V def2-TZVPD RIJCOSX def2/J DEFGRID3
* xyz -1 1
Cl -10.83 -13.06 1.05
C -5.82 -9.82 -0.03
C -7.27 -9.85 0.46
O -7.79 -11.19 0.48
H -5.52 -8.76 0.02
H -5.78 -10.13 -1.07
H -5.07 -10.43 0.46
H -7.98 -9.30 -0.16
H -7.37 -9.48 1.45
H -8.76 -11.11 0.50
C -14.07 -11.31 0.48
C -14.53 -11.96 1.77
O -13.95 -13.27 1.83
H -13.08 -10.92 0.57
H -14.66 -10.43 0.31
H -14.17 -12.02 -0.35
H -15.60 -12.10 1.70
H -14.27 -11.38 2.64
H -13.01 -13.16 2.00
C -7.81 -15.16 -0.76
O -6.96 -15.51 -1.58
N -7.72 -14.17 0.14
N -9.01 -15.86 -0.65
H -8.59 -13.97 0.60
H -7.26 -13.36 -0.24
H -9.81 -15.54 -0.09
H -9.22 -16.67 -1.22
C -10.05 -10.83 -2.59
O -11.00 -10.08 -2.41
N -8.93 -10.37 -3.35
N -9.99 -12.15 -2.00
H -8.02 -10.78 -3.29
H -8.85 -9.38 -3.24
H -9.27 -12.81 -2.20
H -10.76 -12.41 -1.41
C -10.43 -8.74 1.68
O -9.94 -7.72 2.16
N -11.00 -8.81 0.46
N -10.40 -9.93 2.34
H -11.08 -9.73 -0.01
H -10.99 -8.10 -0.23
H -10.77 -10.86 2.13
H -9.89 -9.79 3.22
C -8.71 -14.08 4.24
O -7.98 -14.44 5.13
N -9.85 -14.83 3.99
N -8.36 -13.02 3.48
H -9.76 -15.76 4.53
H -10.47 -14.71 3.24
H -8.87 -12.71 2.70
H -7.43 -12.67 3.61
*
```

***

Among the records above, which one has the highest largest force on an atom?
C22H25N4S2W

***

The lowest largest force on an atom belongs to which entry?
C3H11NO2

***

The lowest largest force on an atom belongs to which entry?
C3H11NO2